ORCA calculation (wB97M-V/def2-TZVPD) on a gas-phase ion, C17H22NOS (charge +1).

Cartesian coordinates (Å):
C 1.07885 3.93766 -2.52069
C 1.55890 2.56551 -2.06989
C 1.52147 2.50065 -0.53545
C 1.91286 1.17350 0.05919
C 3.24687 0.89422 0.32790
C 3.62668 -0.31283 0.88859
C 2.66412 -1.25975 1.19386
C 1.32927 -1.00221 0.93884
C 0.95224 0.20863 0.37962
S -0.76750 0.56560 0.01811
C -1.64908 -0.73184 0.85632
C -2.28817 -1.71786 0.12505
C -3.00136 -2.69746 0.78910
C -3.07496 -2.69141 2.18080
O -3.75091 -3.62299 2.87530
C -2.42743 -1.68497 2.90204
C -1.72497 -0.70199 2.24254
N 0.73852 1.42404 -2.63633
C 1.59288 0.26328 -2.94188
C -0.08932 1.74312 -3.81107
H 1.72233 4.68792 -2.06887
H 1.14013 4.06835 -3.59641
H 0.06384 4.13506 -2.18667
H 2.58288 2.41592 -2.42432
H 2.20487 3.26328 -0.16010
H 0.51548 2.76196 -0.19774
H 3.99395 1.64048 0.10138
H 4.66664 -0.50882 1.09391
H 2.94629 -2.20164 1.63645
H 0.58192 -1.74189 1.18222
H -2.23351 -1.72136 -0.95321
H -3.50455 -3.47011 0.22506
H -4.17550 -4.26232 2.28910
H -2.49821 -1.69122 3.97717
H -1.22888 0.08094 2.79643
H 0.08876 1.13572 -1.87379
H 2.21070 0.01140 -2.08285
H 0.97596 -0.59770 -3.19109
H 2.23436 0.49323 -3.79146
H 0.53911 2.05268 -4.64375
H -0.64400 0.85484 -4.10751
H -0.80192 2.52948 -3.58072

Atomic forces in eV per Å
C 0.07 -0.16 -0.09
C 0.23 0.74 0.31
C 0.14 -0.24 -0.07
C -0.15 0.00 0.22
C -0.04 -0.08 0.00
C 0.08 0.03 -0.04
C -0.01 0.00 -0.02
C 0.05 -0.09 0.00
C -0.22 0.03 -0.08
S -0.02 -0.04 0.39
C 0.23 0.45 -0.45
C 0.03 -0.02 0.15
C -0.13 -0.13 0.10
C 0.20 0.24 -0.34
O -0.14 -0.18 0.18
C -0.13 -0.21 0.09
C -0.12 -0.14 -0.02
N -0.15 -0.03 0.30
C 0.49 -0.75 -0.06
C -0.48 0.17 -0.52
H 0.06 0.01 0.06
H -0.03 0.05 -0.10
H -0.13 0.04 0.03
H -0.12 -0.13 -0.01
H -0.07 0.06 -0.07
H 0.02 0.17 -0.01
H 0.12 0.11 -0.01
H 0.12 -0.02 0.03
H 0.05 -0.11 0.05
H -0.03 -0.05 0.01
H 0.02 -0.02 -0.07
H -0.06 -0.08 -0.03
H 0.08 0.11 0.03
H -0.02 0.00 0.15
H 0.02 0.06 0.05
H 0.09 -0.08 -0.40
H -0.07 0.09 -0.03
H -0.11 0.07 0.02
H -0.08 0.13 0.01
H 0.06 -0.01 0.09
H 0.07 -0.05 0.10
H 0.07 0.00 0.06

As for the SMILES: C[C@@H](Cc1ccccc1Sc1ccc(O)cc1)[NH+](C)C. As for the charge: +1. The value obtained for the HOMO energy is -11.165 eV. The value obtained for the energy above the lowest of the compared OMol25 structures with the same formula, charge and spin is 0.6 kcal/mol. The LUMO energy comes out at -2.237 eV. The calculation puts the frontier orbital gap at 0.3281 Eh.

Löwdin atomic charge list, values in e, 4 entries:
1 C -0.037
2 C -0.288
3 C -0.123
4 C -0.275

ORCA calculation (wB97M-V/def2-TZVPD) on 2 unconnected molecules or ions with the total composition C17H23 in a non-equilibrium geometry.

Cartesian coordinates (Å):
C 1.50748 -0.29832 -3.95363
C 1.37138 -0.04158 -2.43787
C 2.32930 -0.93000 -1.63992
C -0.06124 -0.09643 -1.95413
C -1.02972 0.86310 -2.58729
C -0.48506 -0.88109 -0.93035
H 0.86305 0.37836 -4.53359
H 2.54981 -0.12120 -4.25979
H 1.24184 -1.33392 -4.20216
H 1.68166 1.00883 -2.28501
H 2.27496 -0.73437 -0.56138
H 2.12508 -1.99605 -1.80974
H 3.36030 -0.73130 -1.96516
H -0.66786 1.90013 -2.51114
H -1.18538 0.62950 -3.64876
H -2.00302 0.82536 -2.08763
H -1.56098 -1.06456 -0.84720
H 0.17838 -1.57919 -0.41087
C -2.40230 -0.30539 1.32071
C -3.39912 0.77366 0.75894
C -2.51759 1.95712 0.49261
C -1.19549 1.67373 0.74006
C -1.02532 0.31442 1.13395
C 0.11202 -0.10151 1.93689
C 1.28896 0.68524 1.98610
C 2.29777 0.38744 2.89898
C 2.17078 -0.70857 3.75990
C 1.05443 -1.54861 3.66064
C 0.03274 -1.25382 2.76122
H -2.61477 -0.45247 2.39113
H -2.54456 -1.28520 0.84372
H -3.90994 0.42003 -0.15148
H -4.19222 0.98173 1.50286
H -2.89387 2.92087 0.17065
H -0.37631 2.39231 0.64325
H 1.38309 1.54702 1.32225
H 3.17820 1.03422 2.95097
H 2.95371 -0.91991 4.49583
H 0.96108 -2.42094 4.30652
H -0.85129 -1.88862 2.69992

Atomic forces in eV per Å
C -0.14 0.08 0.01
C 0.19 0.32 0.30
C 0.14 0.00 -0.11
C -0.05 0.06 0.43
C -0.19 -0.16 -0.06
C 0.00 -0.52 -0.71
H 0.26 -0.24 0.13
H -0.37 -0.09 0.10
H 0.05 0.21 0.05
H -0.04 -0.17 0.00
H 0.01 -0.02 -0.19
H 0.02 0.23 0.03
H -0.28 -0.10 0.11
H 0.07 -0.27 -0.13
H 0.05 0.15 0.21
H 0.12 -0.07 -0.13
H 0.50 0.25 0.02
H -0.26 0.20 -0.34
C -0.69 0.39 -0.41
C 0.38 -0.57 0.22
C 0.92 -0.81 0.43
C -0.85 0.70 -0.94
C -0.44 0.17 1.70
C 0.59 -0.46 -0.02
C -0.20 -0.17 0.21
C -0.09 0.19 -0.14
C -0.08 -0.08 -0.23
C -0.20 0.13 -0.08
C 0.18 0.37 -0.19
H 0.33 0.13 -0.27
H 0.19 0.34 0.26
H 0.12 0.23 0.18
H 0.35 0.10 -0.42
H 0.04 -0.02 0.09
H -0.45 -0.32 0.01
H 0.11 -0.30 0.27
H -0.31 -0.30 0.00
H -0.33 0.07 -0.33
H 0.07 0.24 -0.16
H 0.28 0.10 0.10

As for the charge: +1. The value obtained for the HOMO energy is -12.451 eV. The value obtained for the energy above the lowest of the compared OMol25 structures with the same formula, charge and spin is 1.7 kcal/mol. The LUMO energy comes out at -5.361 eV. The calculation puts the frontier orbital gap at 0.2606 Eh.

Löwdin atomic charge list, values in e, 4 entries:
1 C -0.053
2 C -0.390
3 C -0.073
4 C -0.270

ORCA calculation (wB97M-V/def2-TZVPD) on a molecular structure, C17H23BMnN4O2S3Te in a non-equilibrium geometry.

Cartesian coordinates (Å):
Mn 0.05324 0.07619 1.42559
C 1.83454 2.46137 -1.60617
N 1.41606 1.11513 -1.99185
C 0.96717 0.74622 -3.24361
C 0.74370 -0.58413 -3.20258
N 1.07074 -1.04114 -1.93967
B 1.18030 -2.60616 -1.69337
N 0.90925 -3.11748 -0.21047
C 1.58881 -4.24259 0.20549
C 1.04775 -4.66904 1.36801
N 0.03769 -3.78759 1.67809
C -0.89274 -3.93742 2.79899
C -0.02534 -2.85547 0.70325
S -1.19684 -1.55005 0.70775
C 1.47768 0.00694 -1.22406
S 1.99929 -0.02722 0.44571
H 1.41172 3.16691 -2.31727
H 2.91848 2.53688 -1.62203
H 1.47060 2.68971 -0.60917
H 0.86206 1.45805 -4.04510
H 0.39274 -1.25707 -3.96776
H 0.36390 -3.11576 -2.41498
H 2.31327 -2.92404 -1.93791
H 2.39549 -4.65404 -0.37730
H 1.27590 -5.52197 1.98522
H -0.41063 -4.52977 3.57109
H -1.79717 -4.44481 2.46957
H -1.15903 -2.96052 3.19047
O -3.12470 4.30869 -4.72104
C -3.04694 4.84626 -3.49733
O -3.30186 5.99197 -3.30608
C -2.60574 3.96307 -2.33723
C -2.64379 4.58003 -1.06405
C -2.25094 3.90174 0.04618
C -1.78234 2.54919 -0.09939
S -1.30878 1.75960 1.28600
C -1.74988 1.91494 -1.38893
C -2.16584 2.62304 -2.47673
H -2.94991 3.36331 -4.74140
H -2.99621 5.60090 -0.99993
H -2.28973 4.36615 1.02195
H -1.42822 0.88056 -1.48547
H -2.15067 2.12692 -3.43695
C 2.87820 -1.29512 3.56393
Te 1.38128 0.20277 3.69988
C 0.12958 -0.76986 5.11237
H 2.41642 -2.26980 3.69762
H 3.60220 -1.09637 4.34862
H 3.35107 -1.22456 2.58786
H 0.51703 -0.53838 6.10059
H 0.14831 -1.84062 4.93696
H -0.87718 -0.37560 5.00662

Atomic forces in eV per Å
Mn -0.31 0.34 -0.93
C -0.05 0.00 -0.07
N 0.05 -0.02 -0.16
C 0.17 0.43 0.31
C 0.00 -0.49 0.33
N -0.12 -0.04 -0.11
B -0.01 -0.02 -0.09
N 0.12 -0.08 -0.03
C 0.04 0.29 -0.33
C -0.31 0.05 0.29
N 0.00 -0.13 0.10
C 0.05 -0.02 -0.08
C 0.05 -0.09 -0.05
S 0.21 0.15 0.17
C -0.13 -0.09 -0.24
S -0.41 0.38 0.03
H 0.01 -0.02 0.03
H 0.05 0.00 -0.01
H -0.04 0.02 0.05
H 0.02 0.00 0.05
H 0.05 0.02 0.07
H 0.07 0.07 0.08
H -0.10 0.01 0.02
H -0.05 0.04 0.01
H -0.02 0.05 -0.01
H 0.02 0.00 0.01
H 0.00 -0.01 -0.01
H 0.00 0.03 0.01
O 0.02 0.06 0.01
C 0.05 -0.33 0.10
O -0.04 0.27 -0.01
C 0.18 -0.33 0.40
C -0.23 -0.02 -1.33
C 0.63 -1.58 0.23
C -0.43 0.84 -2.31
S 1.20 -1.48 2.24
C 0.01 0.32 1.64
C -0.42 1.18 -0.38
H -0.03 -0.06 0.03
H 0.00 -0.01 -0.07
H 0.06 -0.07 0.06
H -0.03 0.15 0.10
H -0.02 0.04 -0.11
C -0.04 -0.08 -0.08
Te -0.29 0.27 0.01
C 0.03 0.01 0.01
H 0.01 0.00 -0.02
H 0.00 0.00 0.03
H 0.02 0.00 0.04
H 0.00 -0.01 0.01
H -0.01 -0.02 -0.02
H -0.02 0.01 0.00

As for the charge: +2. Its expectation value of S² is 0.997. The value obtained for the HOMO energy (spin up / spin down) is -14.622 / -14.746 eV. The LUMO energy (spin up / spin down) comes out at -9.131 / -8.807 eV. The multiplicity is 2. The calculation puts the frontier orbital gap (spin up / spin down) at 0.2018 / 0.2183 Eh.

Löwdin atomic charge list, values in e, 4 entries:
1 Mn -0.320
2 C 0.010
3 N -0.098
4 C -0.014

ORCA calculation (wB97M-V/def2-TZVPD) on a molecular structure, C17H23Cl2GaGeNO2.

Cartesian coordinates (Å):
Ga 0.83892 0.04023 0.05837
Cl 1.41000 -3.52352 -3.41156
C 0.49940 -2.05087 -3.54181
C -0.21030 -1.79661 -4.72724
C -0.94225 -0.65539 -4.88913
Cl -1.80662 -0.38472 -6.38309
C -1.00611 0.30452 -3.85257
C -1.72543 1.51980 -3.88022
C -1.69259 2.35822 -2.79950
C -0.94734 1.99293 -1.66249
N -0.29100 0.86442 -1.61862
C -0.29074 0.02736 -2.67488
C 0.50000 -1.16236 -2.47381
O 1.13345 -1.32356 -1.36445
H -0.16947 -2.52715 -5.52361
H -2.29492 1.77590 -4.76390
H -2.23135 3.29573 -2.80645
H -0.87428 2.62267 -0.78278
C 0.54316 1.72381 3.46886
Ge 2.27488 1.55355 2.54169
C 3.25345 0.15459 3.56309
C 3.29729 3.20639 2.92519
C 2.04464 1.30386 0.68601
H 0.67396 1.81095 4.55060
H -0.06960 0.84712 3.24966
H 0.00994 2.60570 3.10744
H 3.35415 0.41136 4.62175
H 4.25087 0.01423 3.14010
H 2.71732 -0.79369 3.48095
H 3.41350 3.36685 4.00037
H 2.78815 4.06977 2.49286
H 4.29238 3.14172 2.47830
H 2.94968 1.42102 0.08926
C -2.52134 -1.22770 -0.19655
C -1.53441 -1.58382 0.91932
C -2.28725 -1.64410 2.25028
C -0.89929 -2.94749 0.63293
O -0.55427 -0.59592 1.06370
H -3.34522 -1.94551 -0.23382
H -2.02696 -1.23378 -1.17012
H -2.93086 -0.23044 -0.02094
H -3.08772 -2.38864 2.22646
H -2.71597 -0.66476 2.47109
H -1.59029 -1.89578 3.05140
H -1.64751 -3.74493 0.67064
H -0.13264 -3.15123 1.38334
H -0.41939 -2.96073 -0.34610

Atomic forces in eV per Å
Ga 0.03 0.06 -0.01
Cl -0.02 0.02 -0.01
C 0.02 -0.03 0.01
C 0.00 0.00 0.00
C -0.01 -0.02 -0.03
Cl 0.01 0.00 0.03
C -0.01 0.03 0.00
C -0.01 0.00 -0.02
C 0.00 0.02 0.02
C -0.01 -0.02 -0.05
N -0.02 0.02 0.02
C 0.03 0.00 0.04
C 0.04 -0.02 -0.02
O -0.06 -0.01 -0.05
H 0.00 0.00 0.00
H 0.00 0.00 0.00
H 0.00 0.00 0.00
H -0.01 0.00 0.00
C -0.03 -0.01 0.01
Ge -0.01 0.03 -0.06
C 0.00 -0.03 -0.01
C 0.02 0.03 0.00
C 0.07 -0.06 0.05
H 0.00 -0.01 0.00
H -0.01 0.01 0.01
H 0.01 0.00 0.00
H 0.00 0.00 0.00
H 0.00 0.00 0.01
H 0.01 0.00 0.01
H 0.00 0.00 0.00
H 0.00 0.00 0.00
H 0.00 0.01 0.00
H -0.01 0.03 -0.01
C 0.01 0.00 -0.01
C 0.08 -0.06 -0.03
C 0.02 0.02 0.00
C -0.02 -0.05 0.03
O -0.08 0.04 0.03
H -0.01 0.01 -0.01
H -0.01 -0.02 0.02
H -0.01 0.00 0.00
H 0.00 0.00 0.01
H -0.01 0.00 0.00
H 0.00 0.00 0.00
H 0.01 0.00 -0.02
H -0.02 -0.01 0.01
H 0.00 0.02 0.01

As for the charge: -1. The value obtained for the HOMO energy is -2.938 eV. The value obtained for the energy above the lowest of the compared OMol25 structures with the same formula, charge and spin is 0.8 kcal/mol. The LUMO energy comes out at 2.246 eV. The calculation puts the frontier orbital gap at 0.1905 Eh.

Löwdin atomic charge list, values in e, 4 entries:
1 Ga 0.379
2 Cl 0.677
3 C -0.583
4 C -0.134